# 1
The following is a DFT calculation (wB97M-V/def2-TZVPD) of a 2-piece molecular cluster, C5H10O2 overall.

```
17
Properties=species:S:1:pos:R:3:forces:R:3:lowdin_charge:R:1
H 0.15279 -2.66914 -0.96063 0.07 0.00 -0.10 0.10
H -0.95961 -0.92300 -2.02478 0.15 -0.02 0.00 0.12
H -0.91780 2.35070 1.24137 0.08 -0.11 0.04 0.07
H 0.62930 1.51834 -1.07852 -0.05 -0.19 0.04 0.11
H 0.86968 2.04321 1.60110 -0.14 -0.07 0.01 0.07
H 0.70396 -0.53282 -2.65887 -0.11 -0.02 0.13 0.12
H -1.50119 0.18059 2.30297 0.14 0.05 -0.02 0.07
H -1.08565 0.93007 -0.67169 0.16 -0.05 0.04 0.10
H 0.27190 -0.09960 2.71100 -0.09 0.09 -0.09 0.07
C -0.47252 0.51291 2.21581 0.03 0.15 -0.04 -0.04
C 0.11968 -1.02847 -1.88218 -0.08 0.17 -0.37 -0.16
C 0.46887 -0.50848 -0.24072 0.07 0.26 -0.02 -0.58
O 0.52562 -2.34488 -1.80452 -0.08 -0.08 0.15 -0.04
O -0.21886 -1.29262 0.50934 0.05 0.05 0.03 -0.12
H 1.57529 -0.58441 -0.25489 -0.14 0.00 0.12 0.15
C -0.14935 1.66414 1.58832 -0.01 -0.08 0.13 -0.11
C -0.01211 0.78345 -0.59310 -0.05 -0.13 -0.06 0.08
```
Positions in Å, forces in eV/Å.

The energy relative to the best compared isomer or geometry (same formula, charge and spin) is 5.731 eV. The gap between HOMO and LUMO (spin up / spin down) comes out at 8.34 / 8.35 eV. The total energy is -9437.3117 eV. As for the multiplicity: 1.

---

# 2
The following is a DFT calculation (wB97M-V/def2-TZVPD) of a 4-piece molecular cluster, C13H34BBrO4 overall.

```
53
Properties=species:S:1:pos:R:3:forces:R:3:lowdin_charge:R:1
H -1.48798 2.72912 -3.16945 0.01 0.02 0.00 0.08
H -1.69756 -2.50657 2.79765 -0.19 0.10 -0.03 0.04
H 0.43610 -1.68178 -0.22091 -0.15 -0.03 -0.09 0.11
H -1.79285 1.36203 -2.09359 -0.02 0.00 0.05 0.08
C 3.17655 -1.54920 0.27367 -0.01 -0.04 0.15 -0.24
C -3.84556 -1.29010 -4.47826 0.08 0.00 0.05 -0.06
H -5.57429 -3.23582 -5.44219 0.00 0.01 -0.01 0.08
H 5.08216 -1.40383 1.29271 0.09 0.09 0.12 0.07
H -3.39241 -3.36891 -4.20265 0.03 -0.03 0.03 0.14
H 0.13195 3.67140 -1.54980 0.06 0.01 -0.03 0.14
H -3.85314 -1.30976 -5.56869 -0.01 0.00 -0.01 0.08
H -4.58566 -0.55733 -4.14466 -0.04 -0.01 -0.03 0.08
H -6.31106 -2.48713 -4.01854 0.00 0.04 -0.04 0.08
C 2.89868 1.48272 4.72222 0.03 -0.07 -0.06 -0.06
H -2.28768 2.99038 -1.61010 0.00 0.00 0.02 0.08
C 2.00802 3.67457 3.85591 -0.01 0.02 -0.09 -0.06
H -0.39830 1.13408 0.06896 -0.08 0.01 0.02 0.07
H 3.79830 1.96174 5.11879 -0.02 0.04 0.03 0.08
C 0.75241 -1.71710 0.82323 0.19 0.62 -0.53 -0.23
O -4.08901 -2.62979 -2.47334 0.03 -0.08 -0.10 -0.13
C 4.25126 -2.10076 1.22013 0.04 0.29 -0.26 -0.10
C 1.99735 -0.87593 0.98999 -0.03 -0.17 0.10 -0.18
O -0.30441 -1.20752 1.66219 0.35 -0.74 0.16 -0.08
H 4.65359 -3.03942 0.85319 0.07 -0.16 0.04 0.06
C 2.38874 2.24398 3.50854 0.07 0.08 0.15 -0.51
C -4.16334 -2.65975 -3.89804 -0.14 0.14 -0.05 -0.50
H 3.62479 -0.85092 -0.42624 0.09 0.07 -0.10 0.10
O 0.85396 1.91084 -2.19540 0.04 0.12 0.00 -0.05
H 0.97640 -2.76211 1.04132 -0.12 -0.09 0.31 0.13
O 3.35361 2.21993 2.45784 -0.11 -0.10 -0.12 -0.06
H 3.86349 -2.24021 2.22460 -0.08 -0.19 0.12 0.07
H -2.86556 -0.95075 -4.14285 0.01 -0.02 0.00 0.07
H 2.15031 1.45324 5.51495 -0.01 0.01 0.00 0.08
H 2.88099 4.21902 4.22672 0.00 -0.01 0.05 0.08
H -0.90269 2.75803 0.55881 -0.02 0.00 -0.01 0.08
H 0.63466 0.97438 -2.15302 0.00 -0.06 -0.01 0.08
H 0.82012 2.35678 0.43634 0.00 0.04 -0.01 0.07
H 4.14807 2.66733 2.76545 0.04 0.03 0.03 0.08
H -5.72586 -4.14953 -3.93231 0.02 -0.01 0.00 0.08
B -1.38362 -2.01238 1.76163 -0.23 0.30 0.06 -0.77
C -0.16122 2.19924 -0.01435 0.13 -0.02 0.04 -0.05
H 1.51828 1.72776 3.09897 0.00 -0.02 -0.05 0.13
H 2.79485 -2.37111 -0.33275 -0.08 -0.06 -0.12 0.10
H 2.19432 -0.77058 2.05520 0.11 0.05 0.11 0.11
C -5.52252 -3.16599 -4.35500 0.01 -0.07 0.06 -0.06
C -0.15315 2.62114 -1.47416 -0.16 -0.17 0.05 -0.49
H 1.81100 0.12045 0.60584 -0.03 0.19 -0.05 0.09
Br -2.46529 -2.34993 0.19294 0.08 -0.13 0.08 0.75
H 1.63914 4.19649 2.97307 -0.02 -0.01 -0.01 0.08
H 3.15791 0.45941 4.45007 -0.02 -0.01 -0.01 0.07
H 1.23617 3.70318 4.62590 0.00 -0.01 0.01 0.08
H -4.75639 -2.01239 -2.15585 -0.03 0.03 0.03 0.08
C -1.51367 2.41937 -2.12468 0.03 0.02 -0.08 -0.06
```
Positions in Å, forces in eV/Å.

The gap between HOMO and LUMO comes out at 10.71 eV. The total energy is -92942.5234 eV. As for the multiplicity: 1. Its structure (SMILES) is CCCCOBBr.CC(C)O.CC(C)O.CC(C)O.